No. 1
This record from the OMol25 dataset describes C4H6N2O in the gas phase at a distorted geometry. The level of theory is wB97M-V/def2-TZVPD.

## Properties
Spin multiplicity ... 1
DFT total energy ... -340.69842 Ha
E_HOMO ... -11.0528 eV
Structure (SMILES) ... [H]/N=C(\C#N)OCC

Structure (XYZ):
```
13
Properties=species:S:1:pos:R:3:forces:R:3
H 0.1311 -1.9741 -1.3059 -0.514 -0.306 -0.536
N 0.1864 -0.9804 -1.5007 -0.504 -0.187 -0.154
C -0.7807 -0.3244 -1.0301 0.533 -0.447 -0.169
C -1.9642 -0.8849 -0.3689 -0.777 -0.506 0.387
N -2.8707 -1.3415 0.1870 0.878 0.455 -0.582
O -0.6351 1.0051 -0.8698 0.066 -0.229 -0.039
C 0.0352 1.1125 0.4186 0.292 -0.024 0.524
C 1.3362 0.2566 0.6284 0.059 0.366 0.179
H 0.2036 2.1898 0.5182 0.306 -0.348 0.034
H -0.7217 0.8507 1.1765 0.296 -0.065 -0.097
H 1.4707 -0.7245 0.1402 -0.711 0.707 0.130
H 2.2295 0.8004 0.3143 -0.132 0.200 0.245
H 1.3797 0.0146 1.6923 0.208 0.384 0.079
```
Positions in Å, forces in eV/Å.


No. 2
This record from the OMol25 dataset describes C4H6N2O in the gas phase. The level of theory is wB97M-V/def2-TZVPD.

## Properties
Spin multiplicity ... 1
DFT total energy ... -340.74090 Ha
E_HOMO ... -9.2792 eV
Structure (SMILES) ... N[C@@H]1C=CC(O)=N1

Structure (XYZ):
```
13
Properties=species:S:1:pos:R:3:forces:R:3
N -2.1598 -0.4740 -0.2520 0.089 -0.078 0.190
C -0.8539 -0.1347 0.2866 0.218 0.131 0.493
C -0.1938 1.1185 -0.2225 0.305 -0.009 -0.167
C 1.1095 0.8510 -0.3693 -0.310 0.138 0.087
C 1.2451 -0.5895 -0.0763 -0.290 -0.137 0.158
O 2.4291 -1.2343 -0.0549 -0.018 0.130 -0.079
N 0.1450 -1.1862 0.1981 0.365 0.160 -0.129
H -2.8318 0.0543 0.3019 -0.117 -0.129 -0.324
H -2.3192 -1.4515 -0.0156 -0.019 0.085 -0.149
H -0.9272 0.0307 1.3819 0.017 0.089 -0.083
H -0.6922 2.0642 -0.3866 0.003 -0.040 0.106
H 1.9095 1.5427 -0.6190 -0.135 -0.190 -0.037
H 3.1397 -0.5912 -0.1722 -0.110 -0.152 -0.066
```
Positions in Å, forces in eV/Å.


No. 3
This record from the OMol25 dataset describes 2 unconnected molecules or ions with the total composition C4H6N2O at a distorted geometry. The level of theory is wB97M-V/def2-TZVPD.

## Properties
Spin multiplicity ... 1
DFT total energy ... -340.64792 Ha
E_HOMO ... -7.6449 eV

Structure (XYZ):
```
13
Properties=species:S:1:pos:R:3:forces:R:3
C 1.5374 0.4155 -0.3204 -0.609 -0.335 1.013
C -2.1190 -0.5800 0.2828 -2.093 0.440 -1.046
C 0.2808 -1.6369 -0.7876 0.840 0.239 -3.595
C 1.2200 1.8032 0.0546 2.794 1.624 -0.558
N 0.8114 -0.4973 -0.6202 0.606 -0.019 0.564
N -1.6501 -0.5713 1.3455 0.739 0.927 1.252
O -2.7941 -0.4163 -0.6487 0.093 -0.209 -1.337
H -0.1293 -2.1675 -0.0152 -0.603 -1.249 1.823
H 0.3738 -2.0535 -1.8071 -0.574 0.185 0.688
H 0.7529 2.3658 -0.7371 -0.471 0.093 -0.433
H 2.2673 2.2571 0.1427 -1.591 -0.020 0.230
H 0.6881 2.0169 0.9806 -0.081 -0.716 0.037
H -1.2393 -0.9358 2.1301 0.950 -0.959 1.363
```
Positions in Å, forces in eV/Å.


No. 4
This record from the OMol25 dataset describes C4H6N2O in the gas phase at a distorted geometry. The level of theory is wB97M-V/def2-TZVPD.

## Properties
Spin multiplicity ... 1
DFT total energy ... -340.59622 Ha
E_HOMO (spin up / spin down) ... -7.4476 / -8.4152 eV

Structure (XYZ):
```
13
Properties=species:S:1:pos:R:3:forces:R:3
C -0.8831 -0.1907 -1.2195 0.010 -0.222 -0.402
C -0.4806 -0.5552 1.5926 -2.048 1.102 2.062
O 0.4913 -1.0234 0.9128 2.405 -0.839 -1.171
C 1.2046 -0.1278 0.1291 -1.792 -0.626 -0.241
N 0.6102 -0.2979 -1.1198 0.322 0.842 -0.068
C 1.5453 1.1397 0.7008 0.909 0.953 0.194
N 2.0289 2.1416 1.0598 -0.725 -1.182 -0.393
H -1.0645 -0.0007 -2.2716 -0.129 -0.018 -0.138
H -1.4002 -1.1322 -0.9676 0.496 0.288 -0.020
H -1.3982 0.6114 -0.6589 0.707 -0.138 -0.133
H -1.0624 -1.2705 2.1515 0.106 0.087 0.176
H -0.6886 0.5092 1.5433 -0.115 -0.228 0.232
H 1.0972 0.1965 -1.8524 -0.147 -0.020 -0.097
```
Positions in Å, forces in eV/Å.


No. 5
This record from the OMol25 dataset describes 2 unconnected molecules or ions with the total composition C4H6N2O. The level of theory is wB97M-V/def2-TZVPD.

## Properties
Spin multiplicity ... 1
DFT total energy ... -340.71643 Ha
E_HOMO ... -9.0958 eV
Structure (SMILES) ... [H]/N=C1\C=CNC1=O.[H][H]

Structure (XYZ):
```
13
Properties=species:S:1:pos:R:3:forces:R:3
H -1.7767 1.9200 1.6297 0.030 -0.012 -0.055
N -1.7517 0.9636 1.2710 0.435 0.116 -0.070
C -0.6127 0.6878 0.7805 -0.312 0.026 0.184
C 0.6553 1.4119 0.6075 0.098 -0.043 -0.031
C 1.4983 0.5802 -0.0312 -0.097 0.120 0.084
N 0.9089 -0.6454 -0.3351 -0.047 -0.157 0.050
C -0.3687 -0.7131 0.2132 0.043 -0.092 0.044
O -1.0898 -1.6707 0.2573 0.188 0.117 0.091
H 0.8847 2.4133 0.9447 -0.069 -0.145 -0.060
H 2.5351 0.7487 -0.2985 -0.191 0.026 -0.021
H 1.3763 -1.4336 -0.7533 -0.054 0.103 0.112
H -1.2572 -1.8303 -2.3179 0.029 -0.085 -0.190
H -1.0018 -2.4324 -1.9679 -0.054 0.026 -0.138
```
Positions in Å, forces in eV/Å.


No. 6
This record from the OMol25 dataset describes C4H6N2O in the gas phase. The level of theory is wB97M-V/def2-TZVPD.

## Properties
Spin multiplicity ... 1
DFT total energy ... -340.64055 Ha
E_HOMO ... -7.8926 eV

Structure (XYZ):
```
13
Properties=species:S:1:pos:R:3:forces:R:3
N -2.1619 0.6864 -0.2159 0.058 0.072 0.209
C -0.7584 0.3525 -0.3108 -0.104 -0.126 -0.070
C -0.3876 -1.0779 -0.4300 0.254 0.125 0.052
N 0.8589 -1.1353 -0.0352 -0.143 0.001 -0.026
C 1.2856 0.1270 0.4563 -0.160 0.119 -0.074
O 2.5825 0.1165 0.8910 -0.093 0.149 0.026
C 0.3403 1.0918 0.4043 0.134 -0.477 -0.106
H -2.5457 0.2887 0.6347 0.047 0.015 0.000
H -2.1968 1.6936 -0.0769 -0.085 -0.099 -0.092
H -0.9082 -1.9049 -0.8958 0.083 0.056 0.084
H 1.4744 -1.9331 -0.1579 -0.115 0.071 0.078
H 2.7600 1.0387 1.1226 0.077 -0.129 0.014
H -0.4399 0.5339 -1.3712 0.047 0.224 -0.094
```
Positions in Å, forces in eV/Å.


No. 7
This record from the OMol25 dataset describes a molecular structure, C4H6N2O. The level of theory is wB97M-V/def2-TZVPD.

## Properties
Spin multiplicity ... 1
DFT total energy ... -340.61936 Ha
E_HOMO ... -7.5373 eV

Structure (XYZ):
```
13
Properties=species:S:1:pos:R:3:forces:R:3
N -1.7757 0.8776 -0.0349 0.115 0.187 -0.113
C -0.3876 0.6005 -0.0560 -0.166 -0.124 -0.141
C 0.0285 -0.7791 0.1779 0.158 0.286 -0.157
O -0.6943 -1.9156 0.2975 -0.143 0.118 -0.004
N 1.3625 -0.7995 -0.0546 -0.095 0.037 0.078
C 1.7609 0.5213 -0.3259 0.171 0.082 0.003
C 0.7422 1.4465 -0.3418 0.021 -0.468 0.090
H -2.1671 0.6876 -0.9537 0.005 -0.027 0.096
H -1.8956 1.8732 0.1297 -0.034 -0.084 0.006
H -1.6271 -1.6508 0.3318 0.105 -0.099 0.000
H 1.9506 -1.5967 0.1389 -0.051 0.118 -0.050
H 2.8275 0.6746 -0.4668 -0.187 -0.008 0.022
H -0.1250 0.0605 1.1580 0.101 -0.019 0.171
```
Positions in Å, forces in eV/Å.


No. 8
This record from the OMol25 dataset describes C4H6N2O in the gas phase at a distorted geometry. The level of theory is wB97M-V/def2-TZVPD.

## Properties
Spin multiplicity ... 1
DFT total energy ... -340.68576 Ha
E_HOMO ... -10.4278 eV
Structure (SMILES) ... [H]/N=C1/O[C@H](C)/C1=N\[H]

Structure (XYZ):
```
13
Properties=species:S:1:pos:R:3:forces:R:3
H -1.1998 1.3671 2.7449 0.003 -0.004 -0.031
N -1.5113 1.5463 1.7933 0.145 -0.091 -0.128
C -0.7384 1.0043 0.9725 -0.661 0.408 0.239
O -0.8552 1.0435 -0.3923 -0.785 0.435 -0.204
C 0.2973 0.2194 -0.6818 -0.173 0.005 0.302
C -0.0903 -1.0662 -1.4245 -0.048 0.064 0.245
C 0.4936 0.1892 0.9059 -0.173 0.006 -1.377
N 1.4103 -0.3400 1.5904 -0.721 0.492 -1.337
H 1.7649 -0.5681 0.6525 2.507 -1.593 1.136
H 1.0304 0.7889 -1.2911 -0.222 -0.142 0.651
H -0.6596 -0.8347 -2.3369 0.182 0.148 0.317
H 0.7795 -1.6577 -1.7438 -0.085 0.263 0.249
H -0.7214 -1.6921 -0.7891 0.033 0.008 -0.062
```
Positions in Å, forces in eV/Å.


No. 9
This record from the OMol25 dataset describes a molecular structure, C4H6N2O at a distorted geometry. The level of theory is wB97M-V/def2-TZVPD.

## Properties
Spin multiplicity ... 1
DFT total energy ... -340.62793 Ha
E_HOMO ... -8.5937 eV

Structure (XYZ):
```
13
Properties=species:S:1:pos:R:3:forces:R:3
C 0.7723 1.6421 -0.7089 1.037 1.172 1.543
C 0.2353 0.3616 -0.2824 0.028 0.156 0.039
C -0.2442 -0.8147 -0.8492 -0.179 0.543 0.130
C -0.7137 -1.5114 0.2784 0.410 0.507 0.618
O -1.3180 -2.7257 0.2449 0.069 0.280 0.258
N -0.4530 -0.8696 1.4266 -0.073 0.062 0.281
N 0.1451 0.2908 1.0528 0.753 1.186 -0.422
H 1.2378 2.0919 0.5805 0.161 -0.418 -3.330
H 0.1214 2.5051 -0.7651 -0.550 -0.217 -0.520
H 1.4481 1.5806 -1.5781 0.274 0.429 0.849
H -0.3420 -1.0819 -1.8925 0.013 0.084 0.227
H -1.6232 -2.9284 1.1407 0.111 0.043 -0.098
H 0.7341 1.4595 1.3522 -2.053 -3.827 0.423
```
Positions in Å, forces in eV/Å.


No. 10
This record from the OMol25 dataset describes C4H6N2O in the gas phase at a distorted geometry. The level of theory is wB97M-V/def2-TZVPD.

## Properties
Spin multiplicity ... 1
DFT total energy ... -340.67016 Ha
E_HOMO ... -8.7923 eV
Structure (SMILES) ... Cc1c[nH]c(O)n1

Structure (XYZ):
```
13
Properties=species:S:1:pos:R:3:forces:R:3
C 2.1039 0.4995 0.0520 0.450 0.473 -0.157
C 0.6905 0.0648 0.0520 0.002 1.287 0.079
C 0.3361 -1.2084 0.2748 -5.180 -3.794 -2.783
N -1.2409 -1.0745 0.0328 -0.014 1.656 1.711
C -1.4558 0.2601 -0.0336 -0.078 -1.208 -0.005
O -2.7189 0.7219 -0.1012 0.568 0.474 -0.024
N -0.3582 0.9645 -0.0251 0.219 0.285 0.056
H 2.2937 1.1560 0.9094 0.030 -0.083 -0.163
H 2.3221 1.0666 -0.8588 0.022 -0.012 0.142
H 2.7845 -0.3573 0.1074 -0.240 0.171 0.005
H -0.1425 -2.0101 -0.5415 3.732 0.390 1.192
H -1.9590 -1.7750 0.2484 0.571 0.614 -0.014
H -2.6555 1.6918 -0.1165 -0.083 -0.252 -0.039
```
Positions in Å, forces in eV/Å.


Number 6 is which compound? C4H6N2O